[1]
Computed, not measured: a cluster of 9 separate species, C32H68Cl2N2O13 in total in a non-equilibrium geometry, with ωB97M-V/def2-TZVPD.

Properties
Frontier orbital gap: 9.4 eV
SMILES: C#CC[C@@]1(Cl)NC(=O)[C@@](COC(C)=O)(CC(=O)N(C)C)[C@@]1(Cl)CC=O.CCO.CCO.CCO.CCO.CCO.CCO.CCO.CCO
Max |F|: 1.663 eV/Å
M: 759.803 g mol⁻¹
HOMO level: -9.31 eV

XYZ file:
```
117
Properties=species:S:1:pos:R:3:forces:R:3:mulliken_charge:R:1
C 0.3628 6.9750 -3.7745 -0.1 0.4 0.3 0.554
C -0.6790 6.3903 -3.8188 0.1 -0.3 0.1 -1.128
C -1.8880 5.5878 -3.6808 0.5 0.3 0.0 -1.079
C -1.7939 4.5168 -2.5676 -0.5 0.0 -1.0 0.684
Cl -1.5369 5.4435 -1.0570 -0.1 0.0 0.2 -0.101
N -3.0843 3.8509 -2.5540 0.5 -0.9 -0.3 -0.328
C -2.9087 2.4691 -2.2875 0.4 0.6 0.4 -0.569
O -3.7618 1.6509 -2.4049 -0.3 -0.3 -0.2 -0.572
C -1.4221 2.2132 -1.9229 -0.3 -1.1 0.1 1.748
C -1.2803 2.3764 -0.3968 -0.4 0.8 0.1 -2.037
O -2.5595 2.7919 0.1442 0.3 -0.3 -0.3 -0.278
C -2.5879 2.6761 1.5070 0.1 0.1 0.5 0.653
C -1.9411 3.8011 2.2567 -0.3 -0.1 0.2 -1.165
O -3.0923 1.7325 2.0364 -0.3 -0.2 0.0 -0.586
C -1.1899 0.7160 -2.2417 0.2 0.7 0.0 -1.870
C 0.1161 0.0601 -1.8460 0.0 -0.4 0.0 -0.314
O 0.1624 -1.1413 -1.8198 0.0 -0.3 0.0 -0.598
N 1.2360 0.8548 -1.4491 -0.1 0.0 0.2 0.804
C 2.3770 0.7223 -2.3671 -0.1 0.1 0.1 -1.109
C 1.6118 0.5418 -0.0634 0.3 0.1 0.0 -1.323
C -0.7561 3.3173 -2.7755 0.1 1.3 1.0 1.184
Cl 0.8652 3.8570 -2.1968 0.0 -0.3 -0.2 0.150
C -0.6511 3.0717 -4.2753 0.1 0.1 0.1 -1.398
C 0.1856 1.8991 -4.7018 -0.1 -0.3 -0.3 -0.303
O -0.2893 0.9431 -5.2539 0.0 -0.2 -0.2 -0.510
H 1.1816 7.5960 -3.5058 0.4 0.0 -0.4 0.423
H -2.6909 6.2595 -3.3877 -0.2 0.0 0.0 0.541
H -2.1521 5.1601 -4.6447 -0.1 -0.2 0.0 0.408
H -3.5203 3.8775 -3.4709 -0.5 0.6 0.2 0.409
H -1.0318 1.4344 0.0795 0.2 -0.2 -0.1 0.844
H -0.5441 3.1357 -0.1552 0.3 -0.1 0.1 0.666
H -2.2599 4.7559 1.8508 0.2 0.1 -0.1 0.355
H -0.8584 3.7028 2.2294 0.2 0.2 -0.2 0.362
H -2.2313 3.7311 3.2978 -0.1 0.0 0.2 0.477
H -1.9413 0.1727 -1.6773 -0.3 -0.1 0.0 0.619
H -1.4023 0.5014 -3.2837 0.0 -0.2 -0.1 0.640
H 2.2226 -0.0861 -3.0779 0.0 0.0 -0.2 0.379
H 3.2845 0.4901 -1.8187 0.1 -0.1 0.2 0.444
H 2.5586 1.6628 -2.8805 0.0 0.1 -0.2 0.162
H 0.7564 0.2299 0.5260 -0.2 0.1 0.0 0.460
H 2.3482 -0.2594 0.0007 0.0 -0.2 -0.1 0.467
H 2.0493 1.4312 0.3852 0.0 0.1 0.1 0.291
H -1.6427 2.9876 -4.7112 -0.1 -0.4 -0.1 0.489
H -0.1820 3.9579 -4.7014 0.1 0.1 0.0 0.552
H 1.2704 1.9319 -4.5469 0.1 0.3 0.2 0.443
C 3.2191 9.4374 0.0352 0.0 -0.1 0.0 -0.661
C 3.0460 9.1874 -1.4506 -0.1 -0.1 0.2 -0.341
O 3.2568 7.8087 -1.7711 0.1 0.1 0.0 -0.411
H 4.2173 9.1396 0.3578 0.0 0.1 0.0 0.229
H 3.0749 10.4890 0.2845 0.0 0.0 0.0 0.394
H 2.5004 8.8470 0.6079 0.0 0.1 0.0 -0.027
H 3.7747 9.7540 -2.0272 0.0 -0.1 -0.1 0.317
H 2.0443 9.4894 -1.7741 0.0 0.1 0.0 0.301
H 2.6103 7.2936 -1.2756 0.0 -0.1 0.0 0.233
C 6.0348 5.2580 -1.4716 0.0 0.0 -0.1 -0.953
C 5.6870 5.4906 -0.0144 -0.1 0.2 -0.2 -0.033
O 6.0089 6.8179 0.3843 0.0 0.0 0.1 -0.542
H 7.0970 5.4335 -1.6431 0.0 0.0 0.1 0.280
H 5.7950 4.2383 -1.7791 0.0 0.0 0.0 0.330
H 5.4807 5.9537 -2.1053 -0.1 -0.1 0.0 0.240
H 6.2522 4.8209 0.6331 0.0 0.1 0.1 0.359
H 4.6188 5.3107 0.1579 0.0 -0.1 0.0 0.041
H 5.5005 7.4118 -0.1793 0.0 0.0 -0.1 0.261
C -6.4613 4.0203 2.9138 0.0 0.0 0.0 -0.672
C -6.7385 3.0219 4.0240 0.3 0.0 -0.1 -0.260
O -6.4008 1.6963 3.6404 -0.1 0.0 0.0 -0.512
H -7.0167 3.7514 2.0153 0.0 0.0 0.0 0.262
H -6.7443 5.0312 3.2128 0.0 0.0 0.0 0.340
H -5.3992 4.0218 2.6554 0.0 0.0 0.0 0.001
H -7.7994 3.0090 4.2695 0.0 0.0 0.0 0.299
H -6.1847 3.2973 4.9291 -0.1 0.1 0.0 0.243
H -5.4625 1.6708 3.4216 0.0 0.0 -0.1 0.296
C 0.9979 -5.2678 -1.2168 0.1 0.1 -0.1 -0.995
C 0.3781 -4.9828 0.1362 0.0 0.2 -0.1 0.046
O 0.7063 -3.6826 0.6211 0.0 -0.1 0.1 -0.549
H 2.0839 -5.1750 -1.1634 0.0 0.0 0.0 0.245
H 0.7460 -6.2731 -1.5484 0.0 0.0 0.0 0.325
H 0.6447 -4.5511 -1.9631 0.0 0.0 0.0 0.368
H 0.7476 -5.6886 0.8798 0.0 0.0 0.0 0.073
H -0.7124 -5.0850 0.0820 0.0 -0.1 0.0 0.199
H 0.3764 -3.0442 -0.0197 0.1 0.1 -0.1 0.269
C 0.8256 7.0286 2.2650 -0.1 -0.1 0.0 -0.569
C 0.6933 6.1568 3.5012 0.3 0.0 -0.2 -0.460
O 1.1040 4.8142 3.2376 -0.2 0.1 0.0 -0.477
H 0.2251 6.6196 1.4489 0.0 0.0 0.0 0.066
H 0.4962 8.0489 2.4674 0.0 0.0 0.0 0.404
H 1.8639 7.0656 1.9283 0.0 0.0 0.1 0.156
H -0.3458 6.1121 3.8239 0.0 -0.1 0.0 0.288
H 1.2913 6.5621 4.3229 -0.1 0.1 0.0 0.365
H 2.0251 4.8446 2.9613 0.0 -0.1 0.0 0.282
C 0.6888 -10.4033 0.7570 0.0 0.0 -0.2 -0.748
C 1.0732 -8.9791 0.4103 -0.2 0.0 0.1 -0.301
O 0.2511 -8.4532 -0.6315 0.1 0.0 0.0 -0.516
H 0.7716 -11.0497 -0.1166 0.1 0.0 0.0 0.309
H 1.3291 -10.8004 1.5476 0.0 0.0 0.0 0.286
H -0.3478 -10.4368 1.0955 0.1 0.0 0.1 0.063
H 2.0993 -8.9225 0.0496 0.0 0.1 -0.1 0.403
H 0.9897 -8.3377 1.2968 0.1 0.0 0.0 0.193
H -0.6620 -8.4925 -0.3298 0.0 -0.1 0.0 0.309
C -2.3637 -8.0022 3.9281 0.1 -0.1 0.0 -1.193
C -2.3064 -8.3908 2.4636 -0.2 -0.1 0.1 0.186
O -2.1825 -9.8029 2.2886 0.0 0.1 0.0 -0.492
H -1.4714 -8.3515 4.4480 0.0 0.0 0.0 0.309
H -2.4358 -6.9203 4.0433 0.0 0.0 0.0 0.331
H -3.2297 -8.4579 4.4138 0.0 0.1 0.0 0.345
H -1.4316 -7.9461 1.9880 0.0 0.0 0.0 -0.008
H -3.1984 -8.0335 1.9388 0.0 0.1 0.0 0.256
H -2.9506 -10.2184 2.6917 0.0 0.0 0.0 0.271
C 0.9813 -15.6196 1.2765 0.0 0.0 -0.1 -1.103
C 1.3214 -14.1966 0.8725 -0.2 0.0 0.1 -0.134
O 0.4742 -13.7194 -0.1676 0.1 -0.1 0.0 -0.494
H 1.0577 -16.2860 0.4171 0.0 0.0 0.0 0.272
H 1.6530 -15.9772 2.0583 0.0 0.0 0.0 0.336
H -0.0433 -15.6798 1.6510 0.0 0.0 0.1 0.339
H 2.3376 -14.1426 0.4851 0.0 0.0 0.0 0.301
H 1.2524 -13.5278 1.7376 0.1 0.0 0.0 0.200
H -0.4308 -13.7411 0.1569 0.0 0.0 0.0 0.285
```
Positions in Å, forces in eV/Å.

***

[2]
Computed, not measured: a structure of composition C6H12O3 in a non-equilibrium geometry, with ωB97M-V/def2-TZVPD.

Properties
Frontier orbital gap: 9.5 eV
Max |F|: 2.991 eV/Å
Energy above the lowest of the compared OMol25 structures with the same formula, charge and spin: 409.2 kJ/mol
M: 132.159 g mol⁻¹
HOMO level: -8.66 eV

XYZ file:
```
21
Properties=species:S:1:pos:R:3:forces:R:3:mulliken_charge:R:1
C -1.5600 0.8178 0.6190 2.7 1.0 -0.8 -0.341
C 0.9032 0.8364 1.5031 -0.3 -0.2 0.1 -0.831
C -2.0577 -0.5429 0.7468 1.6 -2.5 0.2 -0.890
O 0.1473 0.8371 0.2962 -2.1 0.7 0.5 -0.365
H -1.5708 1.4299 1.5184 0.0 0.0 -0.1 0.425
H -1.8383 1.3563 -0.2793 -0.1 0.2 0.2 0.286
H 1.9250 1.1410 1.2794 0.0 0.0 -0.1 0.246
H 0.9054 -0.1597 1.9533 0.0 0.0 0.0 0.382
H 0.4705 1.5488 2.2072 0.0 0.0 -0.1 0.363
H -1.0748 -1.2282 0.8235 -2.2 1.2 0.3 0.319
H -2.7436 -0.6969 1.5788 0.1 0.1 0.0 0.359
H -2.4759 -0.9625 -0.1653 -0.3 0.3 -0.1 0.282
C 2.0886 -0.3079 -1.0879 -0.1 0.6 0.4 -1.637
C 0.6505 -0.5910 -0.7053 -0.4 -2.6 0.4 1.366
C -0.2611 -0.3910 -1.9267 -0.3 0.1 0.0 -0.277
O 0.3742 -1.6206 0.0052 1.2 1.2 -1.2 -0.796
O -0.7330 0.6321 -2.3419 0.0 0.0 0.1 -0.462
H -0.4547 -1.3555 -2.4387 0.1 0.0 0.0 0.401
H 2.2011 0.7418 -1.3635 0.1 0.0 0.0 0.368
H 2.3537 -0.9130 -1.9568 -0.1 -0.1 0.1 0.439
H 2.7505 -0.5720 -0.2657 0.0 0.0 0.0 0.361
```
Positions in Å, forces in eV/Å.

***

[3]
Computed, not measured: a structure of composition C27H45NNbO13P2 in a non-equilibrium geometry, with ωB97M-V/def2-TZVPD.

Properties
Net charge: -1
Frontier orbital gap: 4.0 eV
Max |F|: 3.807 eV/Å
M: 746.505 g mol⁻¹
HOMO level: -4.22 eV

XYZ file:
```
89
Properties=species:S:1:pos:R:3:forces:R:3:mulliken_charge:R:1
C -2.8460 7.0484 -0.0482 -0.8 0.0 -0.2 -0.960
C -3.8454 5.7920 -0.1861 -0.1 0.1 1.1 -0.376
C -3.1839 4.4172 0.3409 0.1 1.6 1.0 -0.650
O -2.0286 4.0228 -0.4165 -2.1 -0.5 0.0 -0.087
C -2.3841 3.0426 -1.4675 0.0 0.7 0.4 -0.656
Nb -1.0882 1.2103 -1.1211 0.5 1.3 -3.2 -0.571
C -1.1150 0.5407 -3.2902 -1.0 -0.7 -0.6 -0.383
C -1.5751 1.6325 -4.3653 0.2 -0.8 -1.3 -0.871
C 0.8810 2.3695 -1.3362 1.4 -0.1 -0.3 -0.865
C 0.9238 3.3682 -2.5820 0.6 0.1 -0.6 0.054
C 1.9723 4.6069 -2.3813 0.6 -0.8 0.0 -0.561
C 3.1368 4.4868 -3.4525 -1.3 1.1 -2.3 0.365
O 3.0125 5.0304 -4.5698 0.8 -1.7 3.3 -0.589
O 4.3169 3.7166 -3.1528 -1.4 2.2 0.5 -0.328
C 5.4008 4.6982 -3.0631 1.1 0.2 -0.7 -0.201
C 6.2929 4.5432 -4.3946 -0.4 -0.6 0.1 -0.908
C -3.0098 -0.0505 -0.8327 0.1 -1.3 -0.5 -0.657
N -3.8588 0.4114 0.3074 -1.1 -0.7 -0.2 0.033
C -5.2816 0.6181 -0.0908 -0.3 0.2 0.6 -0.972
P -1.2255 1.7220 1.4080 1.0 1.1 1.6 0.647
O -0.1611 2.7424 1.9023 -1.0 -1.1 -0.7 -0.804
P 0.3497 -0.8546 -0.5717 0.1 0.4 1.4 0.422
C 1.8253 -0.4009 0.5512 -0.2 -1.3 0.9 -0.907
O -0.5526 -1.9801 0.4113 0.7 0.2 -0.7 -0.396
H -3.4436 8.0210 0.0950 0.7 -1.4 -0.3 0.330
H -2.2434 7.1638 -1.0016 -0.4 -0.2 1.4 0.196
H -2.2006 6.9498 0.8866 -0.6 -0.1 -1.4 0.266
H -4.7139 6.0157 0.5370 1.1 -0.5 -1.1 0.288
H -4.2982 5.6985 -1.2273 0.8 0.1 1.2 0.265
H -2.8022 4.6535 1.4027 -0.5 -0.4 -1.5 0.387
H -3.9686 3.6019 0.4746 1.0 0.8 -0.5 0.231
H -3.4783 2.7275 -1.4256 1.1 0.5 0.1 0.310
H -2.2250 3.5867 -2.4540 -0.1 -0.9 0.9 0.306
H -1.8698 -0.3300 -3.3715 1.1 1.1 0.1 0.353
H -0.0946 0.0722 -3.5415 -1.4 0.9 0.2 0.394
H -2.5620 2.1539 -4.1189 1.5 -0.6 -0.1 0.149
H -1.7799 1.0623 -5.3480 0.2 0.9 1.2 0.365
H -0.7468 2.3795 -4.6389 -1.4 -0.9 0.7 0.130
H 1.7644 1.6367 -1.4636 -1.1 1.1 0.2 0.302
H 1.1071 2.9625 -0.3899 -0.5 -0.8 -0.9 0.502
H 1.2732 2.8227 -3.5338 -0.7 0.6 1.4 0.300
H -0.0655 3.8521 -2.8513 1.1 -0.7 0.5 -0.118
H 1.4072 5.5932 -2.5303 1.2 -1.4 0.2 0.345
H 2.4384 4.5259 -1.3504 -0.7 0.3 -1.2 0.312
H 6.0332 4.5199 -2.1201 -1.1 -0.1 -1.4 0.322
H 4.9459 5.7394 -2.9699 0.8 -1.3 -0.2 0.297
H 7.4052 4.6587 -4.1847 -1.4 0.2 -0.3 0.312
H 5.9213 5.2079 -5.2495 0.6 -0.8 1.4 0.226
H 6.1530 3.4613 -4.7524 0.2 1.5 0.6 0.236
H -3.6108 0.0869 -1.8068 0.9 -0.1 1.2 0.384
H -2.7545 -1.1756 -0.7912 -0.7 1.4 0.0 0.016
H -3.8562 -0.2712 1.0871 0.2 0.6 -0.8 0.206
H -5.8902 0.8617 0.8531 0.8 -0.2 -1.4 0.291
H -5.3543 1.5024 -0.8037 0.1 -1.1 0.9 0.257
H -5.7640 -0.2881 -0.5878 0.5 0.9 0.4 0.336
H -0.9755 0.4904 2.1483 -0.7 0.4 -0.1 -0.172
H -2.5403 2.1408 1.8433 0.5 -0.5 0.1 -0.015
H 2.6421 0.1692 0.0116 -1.3 -0.6 0.6 0.369
H 1.4149 0.1419 1.4649 0.8 -0.4 -1.2 0.189
H 2.2585 -1.4032 0.9086 -0.4 1.4 -0.5 0.265
H -0.9733 -2.6087 -0.2058 0.4 0.5 0.5 0.215
C -2.7341 -3.5924 4.4666 -0.2 -0.5 0.4 -0.853
C -1.6457 -3.1791 3.8084 -0.6 1.5 -0.8 0.133
C -0.3608 -3.9352 3.8812 0.6 -0.4 0.0 1.066
O 0.6064 -3.5427 3.2557 -0.3 0.1 0.1 -0.567
C -0.3180 -5.1363 4.7215 0.0 0.2 0.1 -1.084
C -1.4037 -5.5448 5.3793 0.6 -0.8 0.4 0.537
C -2.6946 -4.8054 5.2856 -0.6 0.7 -0.3 1.021
O -3.6711 -5.2219 5.8889 0.3 -0.3 0.1 -0.641
O -1.3787 -6.6566 6.1650 -0.5 0.8 -0.4 -0.595
O -1.6661 -2.0592 3.0492 0.6 -1.4 1.0 -0.390
H -3.6721 -3.0557 4.4213 0.0 0.0 0.0 0.464
H 0.6201 -5.6633 4.7802 -0.1 0.2 0.1 0.357
H -2.2821 -6.7380 6.5260 0.1 0.0 0.0 0.346
H -0.7638 -1.9770 2.6769 -0.2 0.2 -0.5 0.139
C 4.3740 -8.2764 1.4513 -0.2 -0.1 0.3 -0.984
C 4.5688 -7.3949 0.4682 1.0 -0.6 -0.5 0.397
C 3.7027 -6.1898 0.3211 -0.6 0.6 0.0 0.897
O 3.9233 -5.3987 -0.5772 0.3 -0.4 0.0 -0.607
C 2.6047 -6.0112 1.2765 0.1 0.1 -0.3 -0.972
C 2.4087 -6.8950 2.2571 -0.9 0.6 0.3 -0.022
C 3.2912 -8.0848 2.4204 0.5 -0.5 0.0 1.047
O 3.0918 -8.8604 3.3397 -0.2 0.3 0.0 -0.631
O 1.3936 -6.7454 3.1497 1.1 -0.8 -0.6 -0.407
O 5.5657 -7.5580 -0.4400 -0.9 0.6 0.5 -0.568
H 4.9964 -9.1531 1.5702 0.0 0.0 0.0 0.405
H 1.9723 -5.1421 1.1491 0.0 0.0 0.1 0.688
H 1.4655 -7.5089 3.7556 0.0 0.0 -0.1 0.342
H 5.4964 -6.7909 -1.0408 0.0 -0.1 0.0 0.354
```
Positions in Å, forces in eV/Å.

***

[4]
Computed, not measured: a structure of composition C13H20O9V in a non-equilibrium geometry, with ωB97M-V/def2-TZVPD.

Properties
Net charge: +1
Frontier orbital gap: 2.7 eV
Max |F|: 5.459 eV/Å
M: 371.238 g mol⁻¹
HOMO level: -12.66 eV

XYZ file:
```
43
Properties=species:S:1:pos:R:3:forces:R:3:mulliken_charge:R:1
C -0.7208 1.9605 -3.8799 -0.6 -1.1 -0.1 -0.839
C -1.7131 2.1221 -2.6219 0.1 1.2 0.0 -0.651
C -1.2872 1.2790 -1.3251 -1.4 0.3 -1.1 -0.619
C -1.2736 -0.3084 -1.5202 1.6 0.9 1.8 -0.105
O -0.5097 -0.9067 -2.6034 -0.7 -2.3 0.2 -0.409
C -0.5078 -2.3080 -2.2002 0.6 -1.2 -0.3 0.385
O -0.5638 -3.3257 -2.8979 0.3 4.6 2.9 -0.513
O -0.3619 -2.2881 -0.7547 -0.7 -0.1 -1.9 -0.476
C -0.3499 -0.8820 -0.3034 -1.0 -1.1 -0.8 1.465
C -0.9935 -0.7255 1.1499 0.1 -0.4 0.4 -0.960
C -2.5311 -1.1720 1.2704 -0.3 -0.2 0.8 -0.438
C -2.7507 -2.6115 1.9581 -0.9 0.2 0.1 -0.663
O -2.1070 -2.7227 3.2727 0.5 0.0 -1.9 -0.523
C 1.2322 -0.5431 -0.4567 0.8 1.6 1.0 -0.220
C 2.0231 -0.6412 0.9554 1.2 -4.9 -0.9 0.258
O 2.6026 -1.7415 1.1881 -1.9 5.1 0.1 -0.566
O 2.0481 0.4141 1.9276 1.0 0.7 -2.0 -0.194
C 2.7671 1.5489 1.4559 3.1 1.7 -0.6 0.567
C 2.0048 2.9076 1.1242 -1.2 -0.8 -0.2 -0.623
O 4.0288 1.5355 1.3191 -4.2 -1.2 1.3 -0.526
H -1.2828 1.3088 -4.6540 1.3 0.9 1.2 0.212
H -0.4584 2.9369 -4.4056 -0.4 -1.2 1.0 0.332
H 0.2370 1.3986 -3.5571 -1.5 1.0 -0.7 0.178
H -1.6960 3.2388 -2.3142 -0.1 -1.8 -0.3 0.357
H -2.8096 1.9262 -2.9338 1.8 0.1 0.6 0.366
H -0.3158 1.7227 -0.9201 -1.1 -1.0 -0.7 0.030
H -2.0913 1.4966 -0.5193 1.3 -0.6 -1.2 0.276
H -2.2918 -0.8442 -1.6385 1.3 1.5 1.0 0.642
H -0.4066 -1.3767 1.9084 -0.7 1.1 -1.3 0.326
H -0.9219 0.3581 1.5491 0.2 -1.7 -1.0 0.300
H -3.0418 -0.4055 1.9645 0.7 -1.2 -1.1 0.342
H -3.1189 -1.1688 0.2933 1.0 0.1 1.2 0.251
H -3.8772 -2.7130 2.1655 1.7 0.1 -0.4 0.351
H -2.4483 -3.4957 1.3025 -0.2 1.3 0.7 0.225
H -1.1917 -3.0103 3.0619 -0.9 0.2 0.5 0.348
H 1.4412 0.5054 -0.8610 -0.5 -1.2 0.5 0.186
H 1.7798 -1.2741 -1.1527 -1.1 1.0 1.3 0.352
H 0.9664 2.6217 0.7136 1.5 0.5 0.7 0.098
H 1.8109 3.5268 2.0706 0.5 -1.1 -1.3 0.330
H 2.5392 3.5409 0.3301 -0.5 -1.2 1.4 0.330
O 4.2498 0.1457 4.5741 3.6 -2.5 -1.8 -0.492
V 5.3677 -0.6113 3.4858 -1.7 1.2 -2.9 1.807
O 6.5240 -1.4187 2.4787 -2.6 1.7 3.9 -0.497
```
Positions in Å, forces in eV/Å.

***

We obtain E_LUMO values of 0.123; 0.806; -0.195; -9.981 eV for the records listed above, in that order.